# 1
Entry from the Open Molecules 2025 dataset: 12 unconnected molecules or ions with the total composition C6H37NO11 in a non-equilibrium geometry (ωB97M-V with the def2-TZVPD basis set).

```
! wB97M-V def2-TZVPD RIJCOSX def2/J DEFGRID3
* xyz 0 1
C 1.221 0.284 -0.659
C -0.304 0.119 -0.859
N -0.806 -0.570 -2.059
C -2.235 -0.820 -1.842
C -2.530 -2.299 -1.923
C -0.390 -0.085 -3.377
C 1.020 -0.512 -3.734
H 1.322 0.699 0.336
H 1.645 1.007 -1.329
H 1.767 -0.657 -0.770
H -0.585 -0.358 0.073
H -0.583 1.186 -0.705
H -2.942 -0.267 -2.481
H -2.506 -0.683 -0.777
H -3.299 -2.793 -1.319
H -1.714 -2.916 -1.586
H -2.643 -2.663 -2.933
H -0.210 1.049 -3.390
H -1.106 -0.322 -4.145
H 1.729 -0.360 -2.895
H 1.403 0.067 -4.580
H 1.042 -1.567 -4.069
H 4.350 -1.005 2.059
H 2.873 -1.002 1.976
O 3.641 -0.557 1.580
H 1.571 2.853 0.703
H 1.746 4.310 0.126
O 1.139 3.718 0.568
H 3.158 2.069 2.702
H 2.950 1.114 1.573
O 2.901 2.063 1.776
H 0.684 -2.482 -1.538
H 1.283 -3.221 -2.664
O 1.316 -3.244 -1.699
H -0.460 0.725 4.481
H -1.695 1.375 3.847
O -0.720 1.391 3.832
H -1.057 3.203 2.938
H -0.635 3.302 1.453
O -1.346 3.022 2.042
H 1.337 -3.248 2.554
H 1.749 -2.208 3.464
O 2.156 -2.906 2.927
H -0.875 -0.133 2.872
H -0.406 -1.457 2.157
O -0.671 -1.085 3.011
H -0.017 -2.385 0.005
H 0.285 -3.648 0.652
O -0.093 -2.785 0.875
H -3.902 0.749 2.388
H -2.671 1.387 2.004
O -3.372 1.520 2.663
H -2.024 3.347 -1.708
H -0.784 3.764 -2.162
O -1.706 3.913 -2.432
*
```

* Kohn-Sham gap: 9.4 eV
* structure (SMILES): CCN(CC)CC.O.O.O.O.O.O.O.O.O.O.O
* E_tot: -1133.12268 a.u.

=====

# 2
Entry from the Open Molecules 2025 dataset: a molecular structure, C18H17F6N4O8S5Ti in a non-equilibrium geometry (ωB97M-V with the def2-TZVPD basis set).

```
! wB97M-V def2-TZVPD RIJCOSX def2/J DEFGRID3
* xyz -1 1
Ti -0.004 -0.273 0.147
O -3.501 1.791 0.449
C -2.536 1.273 0.974
O -1.423 1.025 0.337
C -2.552 0.923 2.446
C -3.724 1.285 3.118
C -3.885 1.086 4.473
C -2.844 0.504 5.191
C -1.685 0.131 4.545
C -1.500 0.321 3.163
S 0.072 -0.221 2.560
H -4.506 1.737 2.522
H -4.805 1.375 4.965
H -2.940 0.335 6.257
H -0.879 -0.331 5.101
F 1.169 -0.868 -4.504
C 0.773 -1.963 -3.826
F 1.520 -2.991 -4.252
F -0.494 -2.206 -4.141
S 1.107 -1.662 -2.004
O 0.053 -0.542 -1.880
O 1.524 -1.012 0.084
N 0.466 -3.085 -1.546
S -0.755 -3.234 -0.620
O -0.817 -4.500 0.028
O -1.007 -2.052 0.237
C -2.286 -3.214 -1.660
F -2.183 -4.116 -2.638
F -3.337 -3.528 -0.903
F -2.495 -2.017 -2.197
N 2.628 3.299 -3.311
C 1.542 2.313 -3.494
C 0.203 3.014 -3.771
N -0.970 2.388 -3.181
H 3.524 2.830 -3.244
H 2.155 4.111 -1.793
H 2.678 3.921 -4.110
H 1.457 1.749 -2.565
H 1.770 1.593 -4.285
H 0.048 3.098 -4.851
H 0.254 4.036 -3.391
H -0.920 2.418 -2.168
H -1.039 1.409 -3.432
O 1.829 6.861 -0.303
S 0.909 5.865 -0.762
O 0.181 6.114 -1.970
N 1.684 4.378 -0.887
C 1.272 3.437 -0.007
S 1.879 1.902 0.061
C 0.245 4.005 0.892
C -0.343 3.382 1.979
C -1.300 4.089 2.695
C -1.647 5.389 2.340
C -1.035 6.029 1.269
C -0.097 5.306 0.563
H -0.060 2.370 2.239
H -1.790 3.612 3.534
H -2.405 5.912 2.909
H -1.287 7.044 0.996
*
```

* Kohn-Sham gap: 6.5 eV
* E_tot: -4956.90406 a.u.

=====

# 3
Entry from the Open Molecules 2025 dataset: a molecular structure, C9H21ClIO2P2Pt in a non-equilibrium geometry (ωB97M-V with the def2-TZVPD basis set).

```
! wB97M-V def2-TZVPD RIJCOSX def2/J DEFGRID3
* xyz 3 5
C 0.007 1.177 -2.633
C 0.006 1.258 -1.138
H 0.013 2.192 -3.061
H -0.877 0.637 -2.995
H 0.884 0.626 -2.994
O 0.009 2.329 -0.539
I -0.013 -2.498 1.953
Pt -0.002 -0.443 0.055
P 2.382 -0.261 0.053
C 3.069 0.877 1.295
C 3.084 -1.902 0.326
H 4.147 -1.908 0.065
H 4.197 0.273 -1.454
H 2.531 -2.606 -0.299
H 2.742 -0.297 -2.325
H 2.728 0.597 2.297
H 2.935 -2.182 1.370
C 3.104 0.337 -1.511
H 4.165 0.850 1.261
H 2.807 1.376 -1.692
H 2.729 1.897 1.080
P -2.385 -0.233 0.055
C -3.057 0.916 1.295
C -3.100 0.369 -1.510
H -2.563 -2.577 -0.291
H -4.169 -1.860 0.075
H -2.958 -2.145 1.378
C -3.106 -1.866 0.333
H -2.744 -0.270 -2.323
H -4.194 0.315 -1.453
H -4.153 0.903 1.261
H -2.704 1.931 1.078
H -2.794 1.405 -1.692
H -2.720 0.633 2.297
Cl -0.015 -1.938 -1.886
O 0.010 1.409 2.465
C 0.005 0.679 1.572
*
```

* Kohn-Sham gap (spin up / spin down): 6.7 / 5.3 eV
* ⟨S²⟩: 6.0252
* E_tot: -2064.69349 a.u.

=====

# 4
Entry from the Open Molecules 2025 dataset: a molecular structure, C39H44As4NO6SW in a non-equilibrium geometry (ωB97M-V with the def2-TZVPD basis set).

```
! wB97M-V def2-TZVPD RIJCOSX def2/J DEFGRID3
* xyz 1 1
W -1.109 -0.319 -1.087
O -0.550 3.480 -3.262
As -1.585 2.120 -2.838
O -2.990 2.771 -2.461
O -0.781 1.462 -1.408
C -1.053 0.652 -3.996
C -0.542 0.844 -5.248
C -0.246 -0.262 -6.048
C -0.596 -1.541 -5.614
C -1.174 -1.734 -4.388
C -1.364 -0.670 -3.443
S -3.118 -0.594 -2.983
O -3.580 -1.935 -2.836
O -3.809 0.310 -3.832
O -2.905 0.005 -1.568
H 0.139 3.309 -3.916
H -0.388 1.849 -5.620
H 0.185 -0.128 -7.032
H -0.455 -2.383 -6.279
H -1.569 -2.708 -4.122
C 1.992 0.212 -0.879
C 1.058 -0.602 -1.815
As 0.217 -1.826 0.732
C 2.145 -2.314 1.125
C 3.022 -2.700 0.111
C 4.349 -2.985 0.388
C 4.814 -2.901 1.694
C 3.931 -2.594 2.718
C 2.604 -2.307 2.436
C -0.081 -3.542 -0.135
C -1.026 -3.452 -1.299
C -2.265 -4.319 -1.061
C -2.013 -5.607 -0.340
C -0.879 -5.796 0.344
C 0.023 -4.678 0.572
As 0.944 1.214 0.489
C 1.573 3.034 0.033
C 1.815 3.400 -1.282
C 2.304 4.662 -1.587
C 2.549 5.569 -0.569
C 2.285 5.219 0.749
C 1.791 3.961 1.050
C 2.237 1.034 2.003
C 3.590 1.327 1.876
C 4.427 1.242 2.977
C 3.917 0.897 4.223
C 2.572 0.593 4.356
C 1.744 0.645 3.244
H 2.638 0.890 -1.438
H 2.644 -0.450 -0.315
H 1.525 -1.559 -2.055
H 1.032 -0.074 -2.773
H 2.665 -2.790 -0.910
H 5.023 -3.266 -0.411
H 5.856 -3.095 1.910
H 4.283 -2.566 3.741
H 1.905 -2.088 3.232
H -0.516 -3.452 -2.268
H -2.858 -4.470 -1.964
H -2.769 -6.378 -0.412
H -0.676 -6.733 0.847
H 0.672 -4.692 1.442
H 1.627 2.696 -2.083
H 2.499 4.934 -2.616
H 2.944 6.549 -0.803
H 2.470 5.930 1.543
H 1.591 3.677 2.077
H 3.995 1.628 0.916
H 5.481 1.462 2.868
H 4.569 0.869 5.086
H 2.170 0.310 5.321
H 0.701 0.363 3.332
C -1.374 1.775 3.549
C -2.018 0.484 3.046
As -2.413 0.397 1.080
C -3.235 2.183 0.849
C -2.259 3.357 0.732
C -4.026 -0.754 1.186
C -5.168 -0.262 2.072
H -1.082 1.646 4.592
H -2.085 2.599 3.501
H -0.485 2.042 2.979
H -2.979 0.336 3.535
H -1.392 -0.380 3.279
H -3.897 2.331 1.702
H -3.846 2.132 -0.054
H -1.476 3.336 1.487
H -2.812 4.291 0.838
H -1.790 3.399 -0.245
H -3.699 -1.743 1.502
H -4.371 -0.856 0.159
H -4.957 -0.420 3.129
H -6.068 -0.826 1.829
H -5.390 0.794 1.915
N -2.854 -3.143 -0.333
C -1.944 -2.330 -0.767
*
```

* Kohn-Sham gap: 4.2 eV
* E_tot: -11426.54121 a.u.

=====

# 5
Entry from the Open Molecules 2025 dataset: a single C3H4O4 molecule in a non-equilibrium geometry (ωB97M-V with the def2-TZVPD basis set).

```
! wB97M-V def2-TZVPD RIJCOSX def2/J DEFGRID3
* xyz 0 1
C 1.188 -0.917 0.362
C -1.216 -0.134 -0.521
C 0.717 1.249 -0.284
O 1.547 0.276 -0.165
O -2.155 -0.559 0.307
O -1.102 -0.372 -1.670
O -0.530 1.072 0.129
H -2.013 -0.176 1.185
H 2.010 -1.613 0.342
H 0.558 -0.895 1.241
H 0.995 2.069 -0.927
*
```

* Kohn-Sham gap (spin up / spin down): 8.5 / 7.7 eV
* E_tot: -417.54941 a.u.

=====

# 6
Entry from the Open Molecules 2025 dataset: a molecular structure, C41H56Br2F5I2N5O21PS in a non-equilibrium geometry (ωB97M-V with the def2-TZVPD basis set).

```
! wB97M-V def2-TZVPD RIJCOSX def2/J DEFGRID3
* xyz 1 1
C 6.878 -1.751 0.104
C 6.157 -2.189 1.548
O 4.696 -2.026 1.538
P 3.876 -3.389 0.831
O 3.788 -4.534 1.964
C 2.083 -2.962 0.198
C 1.121 -3.063 1.533
N -0.022 -2.160 1.634
C -0.487 -1.259 0.529
N 0.221 -0.114 0.313
C 1.467 0.338 1.083
Br 1.356 0.577 3.106
C 2.783 0.669 0.480
C 3.052 0.574 -1.132
Br 4.331 1.321 1.634
C -0.281 0.841 -0.742
C -0.168 0.507 -2.365
C -0.732 1.672 -3.393
C -1.382 3.084 -2.868
C -1.461 3.409 -1.253
C -0.920 2.279 -0.197
N -1.723 -1.904 0.029
N -2.326 -1.593 -1.146
C -2.463 -2.739 1.062
C -3.825 -2.201 1.785
I -5.379 -3.522 2.711
C -4.215 -0.744 1.965
C -3.264 0.485 1.481
I -6.132 -0.136 2.942
S -2.762 -4.413 0.331
O -4.153 -4.363 -0.420
O -2.973 -5.577 1.381
C -1.552 -5.118 -0.875
F -0.166 -5.334 -0.371
F -2.052 -6.523 -1.151
C -1.423 -4.438 -2.349
F -0.941 -5.547 -3.260
F -2.679 -3.964 -2.967
F -0.302 -3.426 -2.407
C -1.336 -2.529 2.292
C -1.428 -3.432 3.639
C -0.839 -4.926 3.647
O -1.870 -5.807 4.292
C 0.521 -5.144 4.597
N 0.808 -6.636 4.698
O 4.707 -4.029 -0.586
C 5.590 -5.148 -0.221
C 4.828 -6.630 -0.280
H 6.109 -1.344 -0.678
H 7.673 -0.876 0.264
H 7.517 -2.657 -0.336
H 6.572 -1.394 2.337
H 6.537 -3.233 1.924
H 1.863 -3.805 -0.612
H 2.047 -1.949 -0.372
H 1.854 -2.826 2.449
H 0.915 -4.234 1.646
H 2.466 -0.268 -1.692
H 2.660 1.604 -1.591
H 4.218 0.567 -1.357
H 0.321 -0.519 -2.725
H -0.665 1.468 -4.549
H -1.787 3.855 -3.670
H -1.887 4.420 -0.799
H -0.965 2.512 0.968
H -2.561 -0.594 -1.295
H -3.236 -2.099 -1.310
H -3.373 0.593 0.321
H -2.162 0.478 1.880
H -3.724 1.500 1.919
H -1.649 -1.453 2.731
H -2.576 -3.459 3.964
H -0.889 -2.819 4.510
H -0.650 -5.424 2.584
H -2.183 -5.295 5.119
H 1.465 -4.573 4.149
H 0.239 -4.787 5.686
H 0.859 -7.092 3.759
H 0.131 -7.132 5.317
H 6.080 -5.069 0.840
H 6.479 -5.195 -0.999
H 3.679 -6.421 -0.131
H 5.293 -7.293 0.589
H 5.068 -7.103 -1.343
C 2.977 -3.279 -4.249
C 4.080 -3.571 -5.214
O 4.907 -2.427 -5.119
C 4.672 -1.868 -3.896
O 5.335 -0.966 -3.412
O 3.599 -2.451 -3.285
H 2.580 -4.186 -3.783
H 2.152 -2.726 -4.710
H 4.662 -4.453 -4.929
H 3.714 -3.702 -6.236
C 4.107 4.867 2.456
C 4.481 5.480 3.767
O 3.889 6.764 3.706
C 2.859 6.685 2.814
O 2.027 7.560 2.643
O 2.880 5.497 2.141
H 3.980 3.783 2.524
H 4.832 5.092 1.667
H 4.059 4.936 4.618
H 5.564 5.558 3.896
C -8.496 2.399 -0.666
C -7.491 2.952 0.292
O -6.267 2.418 -0.177
C -6.441 2.127 -1.499
O -5.541 1.810 -2.259
O -7.753 2.239 -1.860
H -9.339 3.078 -0.823
H -8.878 1.422 -0.354
H -7.437 4.045 0.257
H -7.682 2.638 1.322
C 0.243 8.450 -0.532
C -0.428 8.486 0.803
O -1.342 9.559 0.678
C -1.595 9.713 -0.654
O -2.467 10.434 -1.111
O -0.748 8.953 -1.408
H 0.540 7.439 -0.822
H 1.120 9.105 -0.577
H -0.987 7.569 1.014
H 0.277 8.670 1.618
C -5.702 5.419 -3.440
C -4.697 5.972 -2.482
O -3.473 5.438 -2.951
C -3.647 5.147 -4.273
O -2.747 4.830 -5.033
O -4.959 5.259 -4.634
H -6.545 6.098 -3.597
H -6.084 4.442 -3.128
H -4.643 7.065 -2.517
H -4.888 5.658 -1.452
*
```

* Kohn-Sham gap: 6.6 eV
* E_tot: -10430.89414 a.u.